No. 1
{
  "formula": "C31H32N8O4S3SeSr",
  "method": "ωB97M-V with the def2-TZVPD basis set",
  "species": ["Sr", "N", "C", "C", "O", "N", "C", "C", "O", "O", "H", "H", "H", "H", "H", "H", "C", "C", "S", "C", "C", "S", "H", "H", "H", "H", "H", "H", "Se", "N", "C", "C", "C", "C", "C", "N", "C", "C", "N", "C", "C", "C", "C", "C", "N", "H", "H", "H", "H", "H", "H", "C", "C", "C", "N", "C", "S", "N", "C", "O", "C", "C", "C", "C", "C", "C", "H", "H", "H", "H", "H", "H", "H", "H", "H", "H", "H", "H", "H", "H"],
  "coordinates": [[-0.2298, 0.0160, 0.3475], [0.7717, 1.9589, -1.2294], [2.2422, 1.9642, -1.1920], [2.6618, 0.7666, -2.0803], [2.1549, 0.8506, -3.2542], [3.3855, -0.2372, -1.6827], [3.9615, -0.2696, -0.3431], [2.9954, -0.9330, 0.6607], [3.1313, -2.1312, 0.9477], [2.0633, -0.1610, 1.0695], [0.5005, 1.8132, -2.1937], [0.3374, 2.8059, -0.8785], [2.5642, 1.8837, -0.1577], [2.6664, 2.8741, -1.6422], [4.2255, 0.7229, 0.0470], [4.8722, -0.8711, -0.3867], [-3.3184, 3.9828, -0.2915], [-2.6444, 2.8015, 0.3846], [-2.8539, 1.2511, -0.4485], [-1.9855, 2.9999, 1.5484], [-1.9602, 4.4029, 2.1306], [-1.1132, 1.7973, 2.5175], [-3.7667, 3.6662, -1.2302], [-2.6070, 4.7867, -0.5138], [-4.1028, 4.4187, 0.3408], [-2.9720, 4.7856, 2.3123], [-1.4685, 5.1142, 1.4562], [-1.4178, 4.3980, 3.0737], [-1.4496, -8.0127, 2.0636], [-2.3238, -6.5235, 2.5272], [-1.7948, -5.5446, 1.8493], [-2.2338, -4.1568, 1.9557], [-3.2555, -3.7530, 2.8172], [-3.6021, -2.4227, 2.8688], [-2.9048, -1.5145, 2.0646], [-1.9388, -1.8955, 1.2466], [-1.6130, -3.1883, 1.1665], [-0.5064, -3.5535, 0.2418], [0.0401, -2.5630, -0.4716], [1.0849, -2.8246, -1.2443], [1.6111, -4.1110, -1.3855], [1.0304, -5.1403, -0.6885], [-0.0509, -4.8667, 0.1533], [-0.7041, -5.8970, 0.9516], [-0.3735, -7.1576, 0.9217], [-3.7478, -4.4966, 3.4311], [-4.3832, -2.0683, 3.5267], [-3.1102, -0.4478, 2.0798], [1.5394, -1.9838, -1.7632], [2.4750, -4.2635, -2.0159], [1.4000, -6.1555, -0.7543], [-0.8185, -1.1967, -7.6422], [-0.1639, -1.7438, -6.3790], [0.5483, -0.6733, -5.5615], [-0.3448, 0.3939, -5.1268], [-0.9727, 0.3832, -3.9414], [-1.1716, -1.0066, -3.0485], [-1.5385, 1.5598, -3.4778], [-1.6540, 2.8201, -4.0441], [-2.5897, 3.5352, -3.7580], [-0.5793, 3.3729, -4.9514], [0.7824, 3.1489, -4.7457], [1.7099, 3.7804, -5.5670], [1.2939, 4.6218, -6.5868], [-0.0649, 4.8465, -6.7876], [-0.9936, 4.2356, -5.9663], [-1.2929, -1.9890, -8.2245], [-0.0817, -0.7026, -8.2826], [-1.5855, -0.4630, -7.3882], [0.5739, -2.5089, -6.6413], [-0.9116, -2.2195, -5.7425], [1.3272, -0.1957, -6.1615], [1.0321, -1.0919, -4.6807], [-0.1828, 1.2913, -5.5512], [-2.1206, 1.4574, -2.6177], [1.1392, 2.4538, -3.9815], [2.7642, 3.5990, -5.4004], [2.0232, 5.1044, -7.2267], [-0.3963, 5.5057, -7.5812], [-2.0541, 4.4203, -6.0819]],
  "atomic_forces_ev_per_a": [[-0.1, 0.5, -0.2], [0.0, -0.1, 0.3], [0.0, -0.1, -0.1], [-0.1, 0.0, 0.0], [0.0, 0.0, 0.0], [0.1, 0.0, 0.0], [-0.1, 0.0, 0.0], [0.0, 0.2, -0.2], [0.0, 0.0, 0.0], [-0.1, -0.4, 0.0], [-0.1, 0.0, 0.0], [0.1, 0.0, 0.0], [0.0, 0.0, 0.0], [0.0, 0.0, 0.0], [0.0, 0.0, 0.0], [0.0, 0.0, 0.0], [0.0, -0.1, 0.0], [0.0, 0.1, 0.1], [0.0, -0.1, 0.0], [0.0, 0.0, -0.1], [0.0, 0.0, 0.0], [-0.1, -0.1, 0.0], [0.0, 0.0, 0.0], [0.0, 0.0, 0.0], [0.0, 0.0, 0.0], [0.0, 0.0, 0.0], [0.0, 0.0, 0.0], [0.0, 0.0, 0.0], [0.0, -0.1, 0.0], [0.0, 0.1, 0.0], [0.0, 0.1, 0.0], [-0.1, -0.1, -0.1], [0.0, 0.0, 0.0], [0.1, 0.0, -0.1], [-0.1, 0.0, 0.1], [0.1, -0.1, -0.1], [0.3, -0.1, 0.0], [-0.1, 0.1, 0.0], [0.2, -0.1, 0.2], [0.0, 0.0, 0.0], [0.0, 0.0, 0.0], [0.0, 0.0, 0.0], [0.0, 0.0, 0.0], [0.0, 0.0, 0.0], [0.0, 0.0, 0.0], [0.0, 0.0, 0.0], [0.0, 0.0, 0.0], [0.0, 0.0, 0.0], [0.0, 0.0, 0.0], [0.0, 0.0, 0.0], [0.0, 0.0, 0.0], [0.0, 0.0, 0.0], [0.0, 0.0, 0.0], [-0.1, 0.0, 0.0], [0.0, 0.1, 0.0], [-0.1, 0.1, -0.1], [0.0, -0.1, 0.2], [-0.1, 0.0, -0.1], [0.4, 0.0, -0.1], [-0.1, 0.0, 0.0], [0.0, 0.1, 0.0], [-0.1, -0.1, 0.1], [0.0, 0.0, 0.0], [-0.1, 0.0, 0.0], [0.1, 0.1, -0.1], [-0.1, -0.1, 0.1], [0.0, 0.0, 0.0], [0.0, 0.0, 0.0], [0.0, 0.0, 0.0], [0.0, 0.0, 0.0], [0.0, 0.0, 0.0], [0.0, 0.0, 0.0], [0.0, 0.0, 0.0], [0.0, -0.1, 0.0], [0.0, -0.1, 0.1], [0.1, 0.0, -0.1], [0.0, 0.0, 0.0], [0.0, 0.0, 0.0], [0.0, 0.0, 0.0], [0.0, 0.0, 0.0]],
  "e_homo_ha": -0.022,
  "total_charge": -2,
  "e_above_lowest_kcal_mol": 38.0,
  "orbital_gap_ev": 3.727
}

No. 2
{
  "formula": "C31H33AsCsN5O7S",
  "method": "ωB97M-V with the def2-TZVPD basis set",
  "species": ["Cs", "N", "C", "C", "C", "C", "C", "C", "S", "O", "O", "N", "C", "N", "C", "C", "C", "N", "H", "H", "H", "H", "H", "H", "H", "H", "H", "C", "C", "C", "O", "C", "O", "O", "H", "H", "H", "H", "H", "H", "H", "C", "As", "C", "C", "C", "C", "C", "C", "C", "C", "H", "H", "H", "H", "H", "H", "H", "H", "H", "H", "H", "H", "H", "O", "C", "N", "C", "O", "C", "C", "C", "C", "C", "C", "H", "H", "H", "H"],
  "coordinates": [[0.5709, -0.3910, -0.3472], [-0.0213, 5.6813, 4.0815], [0.3921, 5.1177, 2.8681], [0.8043, 5.9409, 1.8205], [1.2355, 5.3808, 0.6324], [1.2582, 4.0074, 0.4716], [0.8737, 3.1856, 1.5127], [0.4466, 3.7339, 2.7096], [1.4671, 3.3693, -1.2054], [2.4353, 4.1996, -1.8885], [0.1151, 3.5268, -1.7142], [1.7666, 1.8057, -1.1542], [2.9726, 1.3097, -1.3801], [3.0111, -0.0128, -1.6731], [4.1634, -0.5116, -2.0523], [5.3154, 0.2534, -2.1743], [5.2057, 1.5599, -1.7217], [4.0742, 2.0834, -1.3114], [-0.4412, 6.5949, 3.9827], [-0.5891, 5.0598, 4.6403], [0.7592, 7.0173, 1.9393], [1.5344, 5.9929, -0.2044], [0.8844, 2.1171, 1.3679], [0.1238, 3.0939, 3.5214], [4.1728, -1.5751, -2.2647], [6.2419, -0.1516, -2.5485], [6.0765, 2.2113, -1.6614], [-2.4200, -4.0946, -0.2396], [-1.4537, -3.2109, 0.5573], [-1.1731, -3.8781, 1.9036], [-0.2683, -2.9948, -0.1828], [-2.1436, -1.8440, 0.9025], [-3.3158, -1.9147, 1.2852], [-1.4401, -0.8145, 0.8130], [-2.0557, -5.1205, -0.2774], [-2.5154, -3.7171, -1.2560], [-3.3967, -4.0736, 0.2344], [-0.7046, -4.8502, 1.7535], [-2.1120, -4.0049, 2.4392], [-0.5124, -3.2509, 2.4976], [0.3087, -3.7641, -0.0163], [-2.5113, 3.6752, -0.1165], [-1.8963, 1.8437, -0.5578], [-2.2962, 1.8966, -2.4807], [-3.6147, 0.9168, -0.0373], [-4.8701, 1.5595, -0.4266], [-5.4966, 2.4972, 0.3981], [-6.6780, 3.1072, 0.0272], [-7.2712, 2.8036, -1.1871], [-6.6684, 1.8762, -2.0201], [-5.4878, 1.2663, -1.6457], [-3.4965, 3.8967, -0.5269], [-1.7821, 4.3638, -0.5290], [-2.5409, 3.8119, 0.9674], [-3.2382, 2.4087, -2.6876], [-2.3402, 0.8804, -2.8820], [-1.4815, 2.4316, -2.9578], [-3.5475, 0.7853, 1.0427], [-3.5237, -0.0725, -0.4846], [-5.0410, 2.7280, 1.3514], [-7.1460, 3.8268, 0.6873], [-8.2018, 3.2736, -1.4736], [-7.1276, 1.6287, -2.9691], [-5.0330, 0.5252, -2.2888], [1.3907, -5.5757, 0.0594], [2.4900, -5.0571, 0.2386], [2.7275, -3.7716, 0.5284], [4.0461, -3.5362, 0.6543], [4.5918, -2.4797, 0.9332], [4.7930, -4.8468, 0.4218], [6.1276, -5.1875, 0.4540], [6.4677, -6.5219, 0.2449], [5.4908, -7.4702, -0.0110], [4.1438, -7.1225, -0.0531], [3.8140, -5.8036, 0.1714], [6.8867, -4.4389, 0.6382], [7.5089, -6.8244, 0.2846], [5.7850, -8.4976, -0.1807], [3.3804, -7.8638, -0.2474]],
  "atomic_forces_ev_per_a": [[1.9, -1.1, -0.5], [-0.1, 0.1, 0.3], [0.1, -0.1, -0.2], [0.0, -0.1, 0.0], [0.0, 0.1, -0.1], [0.2, -0.4, -0.4], [0.0, -0.1, 0.0], [0.0, 0.2, 0.1], [0.0, 0.2, -0.4], [0.0, 0.1, 0.3], [0.0, -0.1, -0.1], [-0.8, 2.6, -0.1], [1.5, -0.2, -0.4], [0.3, 0.3, -0.4], [0.4, 0.0, -0.1], [0.1, 0.0, 0.0], [0.2, -0.2, -0.1], [0.1, 0.1, 0.4], [0.0, -0.1, 0.0], [0.0, 0.1, -0.1], [0.1, 0.0, 0.0], [0.0, 0.2, -0.1], [0.0, -0.1, 0.1], [0.0, -0.1, 0.0], [0.0, -0.1, 0.0], [0.1, -0.1, 0.1], [0.0, 0.0, -0.1], [0.1, 0.2, 0.1], [-0.9, -0.1, 0.1], [0.1, 0.1, -0.1], [-0.1, -0.8, 0.3], [-0.1, -0.8, 0.0], [-0.6, -0.1, 0.2], [-2.0, -0.3, 1.4], [0.1, -0.1, -0.1], [0.0, 0.0, -0.1], [-0.1, 0.0, 0.0], [0.1, -0.1, 0.0], [-0.1, 0.0, 0.0], [0.1, 0.0, 0.1], [0.1, 0.2, -0.2], [0.1, 0.0, -0.1], [-1.3, 0.6, 0.2], [0.0, 0.1, -0.1], [0.7, -0.1, 0.2], [-0.4, 0.3, -0.2], [0.1, -0.1, 0.0], [-0.1, 0.1, 0.0], [-0.2, 0.1, 0.0], [-0.1, 0.0, -0.2], [0.1, -0.1, 0.1], [0.0, 0.0, 0.0], [0.1, 0.1, 0.0], [0.0, -0.1, 0.0], [0.0, -0.1, 0.0], [0.0, 0.0, 0.1], [0.0, 0.0, -0.1], [0.0, -0.1, -0.1], [0.0, 0.0, 0.2], [0.0, 0.0, 0.1], [0.0, 0.0, 0.1], [-0.1, 0.1, 0.0], [0.0, 0.0, 0.0], [0.0, 0.0, -0.1], [-0.1, -0.2, -0.1], [0.2, -0.2, 0.0], [-0.8, 0.7, 0.0], [0.4, -0.1, 0.1], [0.2, 0.0, -0.1], [-0.1, -0.3, -0.1], [0.0, 0.2, 0.0], [0.2, 0.0, 0.0], [0.1, -0.2, 0.0], [-0.2, 0.1, 0.0], [0.3, 0.2, 0.1], [0.0, 0.1, 0.1], [0.0, 0.0, 0.0], [0.0, -0.1, 0.0], [-0.1, 0.0, 0.0]],
  "e_homo_ha": -0.108,
  "total_charge": -2,
  "orbital_gap_ev": 6.872
}

No. 3
{
  "formula": "C31H33AsF6N8O3RbSSbSe",
  "method": "ωB97M-V with the def2-TZVPD basis set",
  "species": ["Rb", "N", "C", "C", "C", "C", "C", "C", "S", "O", "O", "N", "C", "N", "C", "C", "C", "N", "H", "H", "H", "H", "H", "H", "H", "H", "H", "C", "Sb", "C", "C", "H", "H", "H", "H", "H", "H", "H", "H", "H", "F", "As", "F", "F", "F", "F", "F", "N", "C", "C", "C", "C", "N", "C", "C", "H", "H", "H", "H", "N", "C", "O", "C", "C", "C", "C", "N", "C", "H", "H", "H", "H", "H", "H", "Se", "C", "C", "C", "C", "C", "C", "H", "H", "H", "H", "H"],
  "coordinates": [[0.2202, 1.6468, 0.1469], [-1.0090, -2.3801, 8.1313], [-0.9268, -1.7768, 6.8744], [-1.9899, -1.0067, 6.3279], [-1.9250, -0.6366, 4.9921], [-0.8577, -1.0017, 4.2179], [0.2491, -1.5928, 4.7951], [0.2368, -1.9610, 6.0974], [-0.8421, -0.5940, 2.4609], [-1.9954, 0.2380, 2.0848], [0.4093, 0.0881, 2.2356], [-0.6707, -1.9033, 1.5381], [-1.5268, -2.9519, 1.7247], [-1.4065, -3.9739, 0.8821], [-2.0485, -5.0749, 1.0965], [-3.0729, -5.1131, 2.0598], [-3.2200, -3.9554, 2.8268], [-2.4778, -2.8669, 2.6782], [-1.8537, -2.3666, 8.7049], [-0.3621, -3.1356, 8.3398], [-2.8598, -0.7302, 6.9246], [-2.7858, -0.1446, 4.5498], [1.1263, -1.7571, 4.1877], [1.0946, -2.3749, 6.6473], [-1.8652, -5.8998, 0.4089], [-3.5974, -6.0412, 2.2241], [-4.0226, -3.8128, 3.5789], [0.7674, -2.0801, -4.0698], [-0.3247, -2.7144, -2.1965], [1.3486, -3.8768, -1.4479], [-1.5438, -4.3146, -2.9307], [0.1037, -2.2033, -4.9271], [1.6415, -2.7128, -4.0958], [1.0107, -1.0041, -3.9386], [1.3690, -4.8219, -2.0023], [1.1683, -4.1425, -0.4151], [2.2505, -3.2375, -1.4846], [-1.4546, -5.2179, -2.3222], [-1.2398, -4.5341, -3.9667], [-2.5378, -3.8955, -2.9065], [2.0853, 3.4429, -1.2305], [1.4927, 4.9922, -0.3683], [3.1813, 5.4059, -0.1225], [1.3976, 5.8610, -1.8841], [0.8592, 6.3570, 0.5187], [-0.2424, 4.4581, -0.6454], [1.6191, 3.9174, 1.0766], [4.7541, 5.7888, -5.1979], [3.9798, 4.9415, -4.8838], [2.9617, 3.9846, -4.5082], [1.6947, 4.5120, -4.3370], [0.6646, 3.6335, -4.0161], [0.9123, 2.3721, -3.6910], [2.0570, 1.8264, -3.9391], [3.1548, 2.6093, -4.3682], [1.5581, 5.5668, -4.4972], [-0.3331, 3.9699, -3.9167], [2.0999, 0.7218, -3.7104], [4.1083, 2.1368, -4.6477], [5.7154, 3.0078, 0.9150], [6.0537, 1.7002, 0.9643], [7.2017, 1.2926, 1.0619], [4.8810, 0.7302, 0.9526], [4.9879, -0.4407, 1.6924], [3.9398, -1.3329, 1.7672], [2.7953, -1.0208, 1.0143], [2.7326, 0.0657, 0.2386], [3.7164, 0.9573, 0.2532], [6.4489, 3.6951, 0.7959], [4.7761, 3.3176, 0.6629], [5.9156, -0.6637, 2.2381], [4.0403, -2.3626, 2.1501], [1.9471, -1.6328, 1.1771], [3.5531, 1.8520, -0.3475], [-2.9865, 0.4620, -2.7345], [-4.6878, 1.1343, -2.6210], [-5.7621, 0.5742, -3.3325], [-7.0690, 1.1229, -3.3286], [-7.3240, 2.2793, -2.5662], [-6.2447, 2.8070, -1.8075], [-4.9736, 2.2896, -1.8697], [-5.5927, -0.4002, -3.8629], [-7.8031, 0.7346, -4.0411], [-8.3412, 2.7461, -2.5617], [-6.3380, 3.7469, -1.2157], [-4.1668, 2.6753, -1.2584]],
  "atomic_forces_ev_per_a": [[-0.3, 0.1, -0.5], [0.1, 0.1, 0.4], [-0.9, 0.2, -0.1], [0.8, -0.6, 0.5], [-0.9, -0.1, 0.4], [-0.2, 0.6, -1.0], [0.5, 0.1, -1.2], [-0.4, -0.4, 2.1], [-0.6, -0.2, -1.2], [0.5, -0.9, 0.9], [1.1, 0.5, 0.8], [-0.6, -0.6, 0.9], [0.1, 2.1, 0.1], [2.0, 0.0, -1.1], [-1.9, 0.0, 0.5], [0.8, -0.4, 0.2], [-0.8, 0.2, 0.2], [-0.2, -0.8, 0.0], [0.6, 0.1, -0.8], [-0.4, 0.5, -0.2], [0.2, -0.2, -0.1], [0.2, 0.1, -0.1], [0.1, 0.0, -0.1], [-0.2, 0.0, -0.7], [0.0, 0.0, 0.2], [-0.3, 0.1, 0.2], [0.4, -0.5, -0.4], [-0.9, 0.2, 1.1], [0.7, 0.9, 0.3], [-0.3, 0.2, -0.1], [0.7, -0.1, -0.6], [0.2, 0.0, 0.0], [0.3, 0.0, -0.4], [-0.1, -0.8, -0.1], [0.6, 0.3, -0.2], [-0.2, 0.2, 0.3], [-0.3, -0.6, -0.3], [-0.1, 0.2, 0.0], [-0.3, -0.1, 0.3], [-0.4, -0.2, -0.1], [-0.7, 1.8, 0.5], [-0.5, -1.8, -0.3], [-1.0, 0.1, -0.2], [0.3, -0.4, 0.9], [0.7, -0.9, -0.3], [1.9, 0.2, 0.4], [-0.5, 1.2, -0.8], [-2.9, -3.3, 1.2], [3.0, 2.8, -1.1], [0.2, -0.3, -0.1], [-0.7, -0.4, -0.3], [1.6, 0.4, 0.5], [-2.4, -0.1, -0.4], [2.1, -0.6, 0.2], [0.3, -0.8, -0.3], [-0.3, 0.1, 0.1], [-0.9, 0.3, 0.2], [0.5, 1.4, -0.4], [-0.5, 0.3, 0.4], [-0.3, 0.7, -0.4], [-0.3, -0.7, 0.1], [-0.3, 0.3, 0.0], [0.8, 0.6, 0.5], [0.9, -0.5, 0.6], [-0.3, -0.4, -1.3], [1.5, 0.7, 0.5], [-1.1, -0.3, 0.3], [0.0, -0.4, -0.3], [-0.1, -0.3, 0.0], [0.5, -0.2, 0.3], [-0.3, 0.3, -0.4], [-0.1, 0.9, 0.4], [-1.1, -0.4, -0.6], [0.1, -0.1, 0.0], [0.9, -0.4, 0.0], [-1.6, 0.5, -0.2], [-0.7, -1.2, -0.5], [1.0, 0.7, 0.0], [0.3, -0.2, 0.0], [-0.8, 1.3, 0.0], [0.3, -0.8, 0.3], [-0.1, 1.2, 0.3], [0.1, -0.1, 0.6], [1.2, -0.4, 0.0], [-0.3, -0.9, -0.4], [-0.1, 0.3, -0.1]],
  "e_homo_ha": [-0.205, -0.205],
  "total_charge": -1,
  "s2": 0.77,
  "e_above_lowest_kcal_mol": 18.9,
  "multiplicity": 2,
  "orbital_gap_ev": [7.610, 5.476]
}

Respective DFT total energy values: -151471.91211; -126690.32696; -211268.77887 eV.